# 1
ORCA calculation (ωB97M-V with the def2-TZVPD basis set) on a single C4H7NO2 molecule.

Geometry as XYZ:
```
14
Properties=species:S:1:pos:R:3:forces:R:3:mulliken_charge:R:1
O -1.1086 -0.4630 1.6440 0.44 0.05 0.36 -0.536
C -0.6168 0.1133 0.4737 0.81 0.16 -0.01 -0.231
C -0.1618 1.5620 0.4374 -0.15 0.47 0.24 -0.478
O 1.1928 1.2779 0.1186 0.19 0.40 -0.28 -0.423
C 1.0483 -0.1215 0.0301 -0.97 -0.09 0.23 0.152
N 1.0861 -0.6443 -1.3084 -0.77 0.37 -0.43 -0.452
C 0.0848 -1.3745 -1.5600 0.25 -0.18 -0.40 -0.376
H -0.3354 -0.7092 2.1560 -0.11 -0.03 0.44 0.352
H -1.4730 -0.0025 -0.2323 1.22 -0.40 -0.03 0.449
H -0.6222 2.1463 -0.3674 -0.08 0.01 0.20 0.259
H -0.2767 2.0665 1.3978 0.11 0.19 0.02 0.264
H 1.9530 -0.5216 0.5686 -1.39 -0.43 0.26 0.366
H -0.1713 -1.6090 -2.5841 0.37 -0.57 -0.20 0.289
H -0.5992 -1.7204 -0.7739 0.07 0.03 -0.40 0.365
```
Forces are in eV/Å.

For the maximum force, the calculation gives 1.48 eV Å⁻¹. Its SMILES is C=N[C@H]1OC[C@@H]1O. Its lowest unoccupied orbital energy is 0.02816 hartree. Its relative energy (zero: lowest compared OMol25 entry of this formula, charge and spin) is 94.3 kcal/mol.



# 2
ORCA calculation (ωB97M-V with the def2-TZVPD basis set) on a molecular structure, C5H12N2.

Geometry as XYZ:
```
19
Properties=species:S:1:pos:R:3:forces:R:3:mulliken_charge:R:1
C 1.2391 -0.9773 -1.0863 3.56 -3.65 -2.50 -0.054
C -2.1745 -0.0173 -0.9855 0.60 2.00 -2.51 -0.067
C 2.3654 0.1951 0.7004 4.32 -0.81 -3.04 -0.888
C -1.6388 -0.2821 1.2029 1.27 0.74 2.50 -0.986
C -0.1228 1.1136 -0.2754 0.19 -5.73 -3.74 -0.433
N 1.3570 -0.0229 -0.3257 -3.24 3.48 2.11 0.064
N -1.3047 0.2498 -0.0755 -0.30 -0.10 -1.30 0.136
H 0.5172 -1.1344 -1.8300 -1.70 0.33 -0.59 0.301
H 2.0959 -1.7591 -1.2945 -1.38 1.51 1.21 0.291
H -2.0091 0.3557 -2.0654 -0.32 -0.71 1.77 0.262
H -3.1422 -0.4362 -0.7042 0.38 -0.39 -0.11 0.338
H 3.0259 1.0390 0.4558 -0.92 0.48 0.05 0.366
H 3.2174 -0.5819 0.6905 -1.85 0.34 -0.21 0.363
H 1.9912 0.2424 1.6361 -1.55 0.32 2.91 0.369
H -2.6158 -0.0120 1.4930 -1.12 0.72 0.30 0.442
H -0.9295 0.0940 1.9344 -0.11 0.05 0.21 0.341
H -1.6218 -1.3277 1.2610 0.38 -1.65 -0.40 0.416
H -0.2759 1.5688 -1.2387 0.85 0.32 -0.32 0.313
H 0.0257 1.6927 0.5074 0.94 2.73 3.65 0.427
```
Forces are in eV/Å.

For the maximum force, the calculation gives 6.85 eV Å⁻¹. Its lowest unoccupied orbital energy is -0.36970 hartree. Its relative energy (zero: lowest compared OMol25 entry of this formula, charge and spin) is 88.1 kcal/mol. Its net charge is +2.



# 3
ORCA calculation (ωB97M-V with the def2-TZVPD basis set) on a molecular structure, C38H63BaF4N11OP.

Geometry as XYZ:
```
119
Properties=species:S:1:pos:R:3:forces:R:3:mulliken_charge:R:1
Ba -0.3188 -0.2129 0.0170 0.49 -0.17 0.11 1.612
C 1.9801 0.1264 -2.6888 -0.04 -0.02 -0.02 -0.763
N 0.6183 -0.3731 -2.5365 -0.06 0.19 -0.13 1.083
C 0.5469 -1.7790 -2.9201 0.02 0.11 -0.05 -0.706
C -0.3766 0.4368 -3.2484 0.07 0.00 -0.11 -0.628
C -0.6147 1.8615 -2.7321 -0.01 0.09 -0.09 -1.358
N -1.0569 1.9093 -1.3408 -0.02 0.04 -0.31 1.086
C -1.9125 2.8454 -0.9145 0.07 0.03 -0.02 -0.994
C -2.2890 2.8513 0.4610 -0.02 0.03 -0.08 0.465
F -1.6941 1.9325 1.3003 -0.03 -0.05 -0.15 -0.507
C -3.2039 3.7043 1.0240 0.01 0.01 0.04 0.249
F -3.4822 3.5589 2.3356 0.01 0.00 0.01 -0.329
C -3.8259 4.6946 0.2920 -0.03 0.00 0.02 -0.674
C -3.4462 4.7726 -1.0358 0.06 0.00 0.00 0.219
F -3.9809 5.7281 -1.8075 -0.01 0.03 -0.02 -0.322
C -2.5274 3.9218 -1.6162 -0.04 0.00 0.04 0.464
F -2.2195 4.1578 -2.9128 -0.01 0.00 -0.03 -0.352
H 2.3039 0.0782 -3.7399 0.03 0.03 0.01 0.341
H 2.6481 -0.4774 -2.0722 -0.01 0.00 0.00 -0.159
H 2.0370 1.1638 -2.3571 0.01 -0.01 0.01 0.131
H 0.7930 -1.9244 -3.9828 -0.01 -0.04 0.01 0.389
H -0.4670 -2.1598 -2.7572 0.01 0.00 0.00 0.192
H 1.2487 -2.3446 -2.3033 -0.01 -0.01 0.00 -0.202
H -1.3220 -0.1096 -3.1982 -0.01 -0.01 -0.02 0.059
H -0.1085 0.5069 -4.3156 -0.02 0.01 -0.01 0.332
H -1.3406 2.2836 -3.4279 0.00 -0.03 -0.01 0.457
H 0.3019 2.4493 -2.8815 0.01 0.01 0.03 0.362
H -4.5538 5.3628 0.7248 0.00 0.00 -0.02 0.527
C -3.5098 -0.3514 3.3883 -0.03 -0.04 0.02 -1.191
C -2.8160 -1.2194 2.3784 0.06 -0.01 -0.09 0.607
O -1.6829 -0.9597 1.9685 -0.47 -0.30 0.80 -0.812
N -3.4737 -2.3133 1.9504 -0.02 0.07 -0.03 -0.115
C -2.9629 -3.1563 0.8817 0.00 -0.04 0.02 -0.662
C -3.4098 -2.6690 -0.4805 -0.04 0.01 -0.02 0.675
C -4.1712 -3.4745 -1.3130 -0.02 0.00 -0.01 -0.845
C -4.6277 -2.9568 -2.5173 0.00 -0.01 0.00 -0.491
C -4.3284 -1.6441 -2.8345 0.00 0.01 0.01 -0.877
C -3.5531 -0.9143 -1.9454 0.02 0.03 0.01 -0.377
N -3.0789 -1.4137 -0.8046 0.00 -0.03 0.01 0.352
H -3.1236 0.6605 3.2996 -0.01 0.01 0.01 0.206
H -3.2933 -0.7256 4.3902 0.03 0.02 -0.01 0.323
H -4.5904 -0.3449 3.2502 0.01 -0.01 0.00 0.445
H -4.4274 -2.4381 2.2460 -0.01 -0.02 0.00 0.260
H -3.3104 -4.1750 1.0447 -0.01 -0.01 0.00 0.455
H -1.8757 -3.1666 0.9570 0.02 0.03 0.00 -0.011
H -4.4118 -4.4873 -1.0169 0.00 0.00 -0.01 0.420
H -5.2236 -3.5645 -3.1857 0.01 0.00 0.01 0.428
H -4.6836 -1.1858 -3.7471 0.00 -0.01 0.01 0.486
H -3.2988 0.1207 -2.1507 0.02 -0.01 0.01 0.423
N 2.6831 4.3608 2.4784 -0.02 0.00 0.00 -0.084
C 2.8783 2.9354 2.9606 -0.03 0.07 -0.01 -0.941
C 2.5945 1.9866 1.8129 -0.02 0.04 -0.06 -0.199
N 1.2793 2.2053 1.2292 -0.12 -0.06 -0.02 0.685
C 1.0677 3.5730 0.7934 0.07 -0.03 -0.02 -0.142
C 1.3023 4.5843 1.9059 0.07 0.00 0.06 -0.894
H 3.3719 4.5487 1.7475 0.00 -0.01 -0.01 0.394
H 2.8650 5.0227 3.2315 -0.01 0.00 0.02 0.353
H 2.1783 2.7986 3.7849 0.00 -0.01 0.00 0.332
H 3.8967 2.8571 3.3378 0.01 -0.02 -0.02 0.453
H 2.6803 0.9366 2.1399 0.02 -0.03 0.02 0.035
H 3.3480 2.1259 1.0274 -0.02 -0.01 0.00 0.342
H 0.5450 1.9251 1.8722 0.05 0.07 0.09 0.308
H 0.0597 3.6997 0.4047 -0.03 0.00 0.01 -0.259
H 1.7502 3.7823 -0.0385 0.01 -0.02 0.01 0.336
H 0.6030 4.4414 2.7298 -0.01 0.00 -0.01 0.353
H 1.2503 5.6169 1.5639 -0.01 0.00 -0.02 0.422
N 2.7012 -1.0549 2.0035 0.00 -0.13 -0.07 -0.432
C 2.1651 -1.2482 0.8237 0.17 0.15 0.08 -1.958
H 3.4888 -1.7008 2.1923 -0.05 0.00 0.00 -0.027
N 2.6544 -2.2145 -0.0709 -0.22 0.06 -0.11 0.991
P 3.7273 -3.3502 0.0287 0.09 0.01 0.09 -1.296
N 3.4491 -4.3860 1.2956 0.07 0.03 0.09 0.903
C 4.3357 -5.4928 1.6264 -0.02 -0.03 -0.02 -0.732
C 4.6945 -5.4644 3.1074 0.01 0.01 0.00 -0.673
C 3.4279 -5.4848 3.9590 -0.01 -0.03 0.01 -1.027
C 2.4893 -4.3510 3.5546 0.00 0.03 0.01 -0.568
C 2.2058 -4.3893 2.0588 0.02 -0.02 -0.05 -0.450
N 5.2944 -2.7976 0.0374 0.01 -0.06 -0.06 0.702
C 5.5993 -1.4066 0.3542 -0.01 0.00 -0.03 -0.439
C 6.5154 -1.3239 1.5691 -0.03 0.00 0.01 -0.638
C 7.7873 -2.1363 1.3368 0.03 0.00 -0.01 -1.014
C 7.4558 -3.5679 0.9181 -0.01 -0.01 0.02 -0.396
C 6.4929 -3.5735 -0.2645 -0.01 0.03 -0.03 -1.151
N 3.7537 -4.3575 -1.3028 -0.03 -0.02 -0.06 0.799
C 4.1371 -3.7831 -2.5949 -0.02 0.01 0.03 -0.273
C 4.6418 -4.8753 -3.5273 0.02 -0.01 0.00 -0.974
C 3.5826 -5.9596 -3.7011 -0.02 0.01 -0.02 -0.735
C 3.1284 -6.4844 -2.3428 0.01 -0.02 0.02 -0.922
C 2.6782 -5.3393 -1.4461 0.02 0.06 0.00 -0.132
H 5.2286 -5.4504 1.0049 -0.03 0.02 0.04 0.342
H 3.8350 -6.4454 1.3920 0.00 -0.01 0.01 0.456
H 5.2609 -4.5493 3.3093 -0.01 0.00 0.01 0.206
H 5.3416 -6.3109 3.3491 -0.02 -0.01 0.00 0.395
H 3.6750 -5.4228 5.0203 0.01 0.02 0.00 0.446
H 2.9186 -6.4447 3.8127 0.00 0.01 0.00 0.329
H 2.9354 -3.3820 3.7984 0.00 -0.02 -0.02 0.218
H 1.5457 -4.4163 4.1023 0.00 -0.01 0.01 0.443
H 1.6066 -3.5343 1.7557 0.00 0.02 0.02 -0.022
H 1.6427 -5.3072 1.8218 -0.01 0.00 0.00 0.487
H 4.6695 -0.8655 0.5165 0.03 -0.01 0.00 -0.045
H 6.1049 -0.9586 -0.5152 0.00 0.01 0.01 0.446
H 5.9715 -1.7126 2.4368 0.01 0.00 0.01 0.178
H 6.7614 -0.2795 1.7807 0.00 -0.01 -0.01 0.450
H 8.4168 -2.1357 2.2284 -0.01 -0.01 0.01 0.434
H 8.3720 -1.6599 0.5411 -0.01 -0.01 0.00 0.335
H 6.9901 -4.0985 1.7544 0.01 0.02 0.00 0.037
H 8.3667 -4.1113 0.6570 0.00 0.01 -0.01 0.402
H 6.2126 -4.5846 -0.5531 -0.01 0.00 -0.01 0.443
H 6.9915 -3.1236 -1.1368 0.00 0.01 0.02 0.655
H 4.8978 -3.0202 -2.4346 0.03 0.00 0.02 0.481
H 3.2706 -3.2814 -3.0516 0.00 -0.01 -0.01 -0.063
H 5.5518 -5.3091 -3.1011 -0.01 -0.01 0.00 0.298
H 4.9114 -4.4393 -4.4918 -0.01 0.01 0.00 0.389
H 3.9574 -6.7722 -4.3256 0.01 -0.01 0.01 0.410
H 2.7195 -5.5329 -4.2260 0.01 0.00 0.01 0.275
H 3.9542 -7.0077 -1.8508 0.00 0.01 -0.01 0.296
H 2.3126 -7.2018 -2.4578 -0.01 0.01 -0.01 0.389
H 2.4002 -5.7065 -0.4593 0.00 -0.01 0.01 0.037
H 1.7873 -4.8575 -1.8801 0.00 -0.02 0.00 0.132
```
Forces are in eV/Å.

For the maximum force, the calculation gives 0.98 eV Å⁻¹. Its lowest unoccupied orbital energy is -0.09258 hartree. Its relative energy (zero: lowest compared OMol25 entry of this formula, charge and spin) is 54.4 kcal/mol. Its net charge is +1.



# 4
ORCA calculation (ωB97M-V with the def2-TZVPD basis set) on a single C4H10N4 molecule.

Geometry as XYZ:
```
18
Properties=species:S:1:pos:R:3:forces:R:3:mulliken_charge:R:1
C -1.5470 1.6504 -0.1048 -1.17 0.29 -0.45 -0.885
C 0.0093 -0.2596 -0.2692 0.66 -1.77 1.11 0.534
C 3.5023 -0.1678 0.2292 0.27 1.73 -0.90 -0.361
C -2.0451 -1.3889 0.1649 0.99 -0.66 2.51 -1.047
H -1.6608 1.9135 -1.1494 -0.57 0.44 -0.26 0.314
H -2.3539 1.0036 0.1763 -0.31 -0.35 0.00 0.276
H -1.6843 2.5344 0.5291 0.53 -0.11 -0.17 0.312
H 0.4309 1.7284 0.1035 1.06 -0.43 -0.16 0.256
H 1.6380 -1.5598 -0.5123 -0.85 1.45 0.25 0.334
H 4.3244 0.5998 0.2761 -1.00 -0.92 0.46 0.223
H 3.8226 -1.2210 0.2082 -0.56 0.22 -0.08 0.236
H -2.7057 -0.9331 -0.4959 -1.35 0.52 -1.39 0.370
H -2.2988 -2.4199 0.3929 -0.29 -0.23 -0.61 0.291
H -2.1997 -0.9319 1.1644 0.09 0.25 -0.30 0.350
N -0.2792 1.0328 0.0283 0.17 0.03 0.72 -0.173
N 1.3774 -0.5398 -0.4588 0.99 -0.93 -0.22 0.091
N 2.3362 0.3169 -0.0646 1.14 -0.65 0.16 -0.549
N -0.6665 -1.3578 -0.2179 0.21 1.13 -0.67 -0.573
```
Forces are in eV/Å.

For the maximum force, the calculation gives 2.78 eV Å⁻¹. Its SMILES is C=NN/C(=N/C)NC. Its lowest unoccupied orbital energy is 0.03729 hartree. Its relative energy (zero: lowest compared OMol25 entry of this formula, charge and spin) is 56.7 kcal/mol.



# 5
ORCA calculation (ωB97M-V with the def2-TZVPD basis set) on a molecular structure, C11H13ClN2S2.

Geometry as XYZ:
```
29
Properties=species:S:1:pos:R:3:forces:R:3:mulliken_charge:R:1
C -0.7576 0.5488 -2.4413 0.75 0.05 -0.23 -0.787
C -1.2042 1.9848 -1.9595 1.23 -0.35 -0.46 -0.349
S -2.7589 2.0246 -0.9791 -0.21 0.08 0.12 -0.124
C -2.2580 2.1167 0.8304 2.05 -0.12 -0.64 -0.999
C -1.0340 1.1298 0.9792 0.52 0.37 0.73 0.466
C 0.3236 1.6089 1.0735 -1.39 -2.55 -0.11 -0.451
C 1.4415 0.5868 1.1660 -2.76 -1.59 -0.24 0.461
Cl 3.1355 1.1493 1.2637 -1.51 -0.39 -0.13 -0.225
C 1.1230 -0.8261 1.1572 1.35 0.49 0.40 0.136
C 2.2832 -1.9098 1.2073 -1.63 0.50 -0.72 -1.063
C 2.5094 -2.4048 -0.2925 -0.07 0.31 -0.12 -0.906
C -0.2773 -1.3591 1.0978 -1.38 1.68 -0.31 0.376
N -0.7565 -2.6593 1.0751 -0.83 3.11 -0.08 -0.645
S -2.4177 -2.4768 0.9552 0.84 0.57 0.05 0.127
N -2.6875 -0.8292 0.9108 3.88 -1.33 0.42 -0.549
C -1.3940 -0.3436 1.0048 1.01 0.85 -0.07 0.450
H -1.3840 0.1160 -3.2645 0.31 0.55 0.85 0.333
H -0.6814 -0.2155 -1.6234 -0.23 0.85 -0.58 0.072
H 0.2912 0.6566 -2.8643 -1.13 -0.14 0.40 0.287
H -1.3188 2.6291 -2.8834 -0.26 -0.61 1.17 0.364
H -0.3233 2.4253 -1.4056 -1.17 -0.34 -0.33 0.220
H -3.1049 1.8470 1.5111 0.64 0.12 -0.98 0.386
H -1.9500 3.1886 0.9885 -0.21 -1.22 0.19 0.374
H 0.5244 2.7054 1.0554 -0.09 -1.15 0.07 0.398
H 3.1879 -1.4332 1.6583 -0.77 -0.71 -0.41 0.471
H 1.8591 -2.7487 1.8326 0.88 0.80 -0.53 0.321
H 1.7386 -3.1736 -0.6016 0.94 0.73 0.56 0.284
H 3.5525 -2.8078 -0.4588 -1.22 0.36 0.21 0.325
H 2.3382 -1.5302 -0.9930 0.45 -0.92 0.77 0.248
```
Forces are in eV/Å.

For the maximum force, the calculation gives 4.13 eV Å⁻¹. Its lowest unoccupied orbital energy is -0.03932 hartree.



# 6
ORCA calculation (ωB97M-V with the def2-TZVPD basis set) on a molecular structure, C27H16I2N6OSr.

Geometry as XYZ:
```
53
Properties=species:S:1:pos:R:3:forces:R:3:mulliken_charge:R:1
Sr -0.7163 -0.6499 -0.0661 0.80 1.35 -0.65 2.304
C -2.6647 3.3903 2.0349 0.01 -0.03 0.00 -0.736
C -3.8353 2.8124 2.5282 -0.01 0.02 0.01 -0.270
C -4.0129 1.4515 2.4458 -0.01 0.03 0.04 -0.898
C -2.9950 0.6712 1.8821 -0.07 -0.24 0.18 0.491
N -1.8686 1.2274 1.3955 -0.11 0.08 0.14 0.337
C -1.7239 2.5558 1.4746 -0.01 0.02 0.04 -0.593
N -3.1664 -0.6834 1.6702 0.21 0.05 -0.09 -0.463
C -2.1948 -1.5174 1.8652 -0.03 -0.42 0.39 -0.818
N -1.9496 -2.5516 1.0055 -0.23 -0.53 0.50 -0.481
C -0.6360 -2.9175 1.1445 -0.20 -0.29 0.47 -0.930
N 0.0015 -3.5225 0.1961 0.01 0.21 -0.01 -0.433
C 1.3111 -3.2045 -0.1197 -0.16 -0.20 0.23 0.481
C 2.2342 -4.1997 -0.4628 0.06 0.00 0.01 -0.915
C 3.4840 -3.8201 -0.8940 0.02 -0.02 -0.01 -0.274
C 3.7993 -2.4652 -1.0007 -0.03 0.00 0.02 -0.733
C 2.8273 -1.5504 -0.6614 0.04 -0.02 0.04 -0.650
N 1.6110 -1.8965 -0.2238 0.08 -0.14 0.04 0.344
C -0.0568 -2.2442 2.3613 0.07 -0.10 -0.02 1.687
C 1.1553 -2.3780 3.0185 -0.02 0.00 -0.01 -0.743
C 1.3570 -1.6069 4.1546 -0.02 0.03 0.03 -0.682
C 0.3758 -0.7242 4.6100 0.03 -0.03 -0.01 -0.674
C -0.8326 -0.5890 3.9407 -0.01 0.00 -0.01 -0.774
C -1.0305 -1.3672 2.8121 -0.10 0.02 0.05 1.680
H -2.5003 4.4573 2.0675 -0.01 0.00 0.00 0.428
H -4.6079 3.4323 2.9652 0.00 0.00 0.00 0.408
H -4.9128 0.9668 2.7959 0.01 -0.01 0.00 0.483
H -0.8092 2.9570 1.0519 0.00 -0.01 -0.01 0.331
H 1.9410 -5.2370 -0.3900 -0.01 0.00 0.00 0.488
H 4.2148 -4.5729 -1.1610 0.00 0.00 0.00 0.405
H 4.7641 -2.1327 -1.3546 0.00 -0.01 0.00 0.424
H 3.0112 -0.4852 -0.7487 -0.01 0.00 -0.01 0.368
H 1.9165 -3.0610 2.6642 0.00 0.00 0.00 0.476
H 2.2883 -1.6884 4.6998 0.00 0.00 0.00 0.418
H 0.5636 -0.1376 5.4997 0.00 0.00 0.00 0.417
H -1.5924 0.0969 4.2927 0.00 0.00 0.00 0.478
I -2.7020 -1.0775 -4.9723 -0.07 -0.08 0.01 0.043
C -1.3045 0.3372 -4.3902 0.09 0.17 -0.13 -0.624
C -0.8145 1.2463 -5.3439 -0.04 -0.05 0.00 -0.404
C 0.1087 2.1991 -5.0186 0.00 -0.06 0.18 -0.329
I 0.7696 3.5011 -6.5059 0.03 0.06 -0.07 0.053
C 0.5970 2.2825 -3.6869 0.02 0.07 -0.12 0.881
C 1.5514 3.2255 -3.2462 -0.01 -0.01 -0.03 -0.666
C 1.9664 3.2281 -1.9459 -0.02 -0.04 0.03 -0.954
C 1.4241 2.2746 -1.0694 0.06 0.03 0.06 -0.679
N 0.5350 1.3819 -1.4321 -0.14 -0.11 -0.14 0.067
C 0.1041 1.3659 -2.7288 0.03 -0.01 0.09 -0.252
C -0.8849 0.3543 -3.0677 0.10 0.03 0.14 1.120
O -1.3023 -0.4503 -2.1560 -0.34 0.20 -1.38 -1.185
H -1.1845 1.1812 -6.3583 0.00 0.00 0.00 0.316
H 1.9467 3.9424 -3.9535 0.01 0.00 0.01 0.188
H 2.6961 3.9406 -1.5874 0.00 0.00 0.00 0.394
H 1.7434 2.2511 -0.0306 -0.01 0.00 0.00 0.650
```
Forces are in eV/Å.

For the maximum force, the calculation gives 1.70 eV Å⁻¹. Its lowest unoccupied orbital energy is -0.03106 hartree. Its relative energy (zero: lowest compared OMol25 entry of this formula, charge and spin) is 0.0 kcal/mol.